9
Properties=species:S:1:pos:R:3:forces:R:3 method="wB97M-V/def2-TZVPD" lumo_energy_ev=0.425 homo_ev=-11.12 orbital_gap_ev=11.54
B 0.667692 -1.287495 -0.000907 3.0 -0.2 0.3
C -1.086565 0.166061 -0.002417 -1.5 0.7 -0.4
C 0.103005 1.090752 -0.046274 3.2 -2.5 0.3
O -2.249604 0.505761 0.084842 1.9 -0.6 -0.2
O -0.656245 -1.101215 0.052608 -3.1 -1.2 -0.4
O 1.359170 -0.138608 0.180367 -1.9 2.5 -0.3
H 1.278127 -2.360070 -0.165657 -0.9 1.0 0.2
H 0.637009 1.452377 -0.993497 -1.7 0.1 1.6
H -0.052588 1.672440 0.890939 1.1 0.2 -1.0